Entry 1:
C4H7N2O | ωB97M-V/def2-TZVPD

Calculated values
net charge	+1
SMILES string	[H]/N=C/[N@H+]1C[C@@H]1C=O
LUMO energy	-4.04	eV
energy above the lowest of the compared OMol25 structures with the same formula, charge and spin	3.768	eV

Cartesian coordinates (Å):
1 H -2.971 -1.377 -1.135
2 N -2.008 -1.041 -0.823
3 C -1.637 0.073 -0.485
4 N -0.451 0.213 0.205
5 C 0.486 -0.824 0.706
6 C 0.915 0.030 -0.410
7 C 1.789 1.044 0.244
8 O 1.427 1.986 0.903
9 H -2.135 1.118 -0.792
10 H -0.441 1.079 0.748
11 H 0.149 -1.806 0.370
12 H 0.865 -0.921 1.813
13 H 1.162 -0.385 -1.357
14 H 2.848 0.811 0.012

---

Entry 2:
C30H30Cl3CsN4O3Se2Te2 | ωB97M-V/def2-TZVPD

Calculated values
net charge	-2
LUMO energy	3.26	eV
energy above the lowest of the compared OMol25 structures with the same formula, charge and spin	0.000	eV

Cartesian coordinates (Å):
1 Cs 1.982 -0.322 -1.326
2 C -3.217 -7.139 -0.680
3 C -2.232 -6.011 -0.524
4 C -1.182 -6.062 0.360
5 C -0.267 -5.000 0.510
6 C 0.637 -5.041 1.610
7 N 1.100 -4.026 2.266
8 C 0.751 -2.647 2.033
9 C 1.094 -1.751 3.215
10 C 1.186 -0.350 2.648
11 N 1.550 0.625 3.661
12 C 1.139 1.869 3.736
13 C 0.441 2.642 2.798
14 C -0.290 3.756 3.320
15 C -1.059 4.556 2.542
16 C -1.853 5.709 3.090
17 C -1.090 4.281 1.138
18 C -0.366 3.290 0.560
19 C -0.279 3.114 -0.921
20 N -1.173 2.693 -1.717
21 C -2.438 2.200 -1.188
22 C -2.284 0.719 -0.852
23 C -1.913 -0.166 -2.045
24 N -1.306 -1.382 -1.543
25 C -1.893 -2.479 -1.773
26 C -1.509 -3.763 -1.183
27 C -2.402 -4.803 -1.236
28 C -0.251 -3.915 -0.456
29 O 0.747 -3.208 -0.663
30 C 0.511 2.439 1.358
31 O 1.293 1.645 0.809
32 H -3.006 -7.941 0.029
33 H -3.185 -7.569 -1.684
34 H -4.243 -6.804 -0.504
35 H -1.068 -6.928 1.008
36 H 0.949 -6.005 2.005
37 H 1.892 -4.193 2.962
38 H -0.311 -2.580 1.772
39 H 1.304 -2.314 1.154
40 H 2.055 -2.060 3.636
41 H 0.337 -1.817 4.003
42 H 0.233 -0.040 2.216
43 H 1.934 -0.320 1.859
44 H 2.135 0.281 4.410
45 H 1.351 2.336 4.696
46 H -0.243 3.936 4.392
47 H -1.714 5.803 4.168
48 H -2.922 5.584 2.900
49 H -1.552 6.654 2.629
50 H -1.691 4.927 0.502
51 H 0.696 3.336 -1.355
52 H -3.198 2.339 -1.962
53 H -2.773 2.731 -0.291
54 H -3.200 0.339 -0.389
55 H -1.490 0.622 -0.105
56 H -1.187 0.352 -2.677
57 H -2.804 -0.367 -2.660
58 H -2.814 -2.500 -2.380
59 H -3.303 -4.676 -1.834
60 Se 3.790 -4.136 4.021
61 Te 4.501 -2.799 1.983
62 Te 5.806 -0.557 2.825
63 Se 8.226 -0.981 3.068
64 Cl 1.097 5.269 -7.654
65 C 1.420 4.373 -6.181
66 C 1.200 3.005 -6.145
67 C 1.457 2.320 -4.978
68 Cl 1.154 0.598 -4.940
69 C 1.947 2.912 -3.768
70 O 2.165 2.267 -2.710
71 C 2.138 4.323 -3.905
72 Cl 2.716 5.186 -2.504
73 C 1.890 5.035 -5.060
74 H 0.826 2.482 -7.014
75 H 2.059 6.103 -5.082

---

Entry 3:
C6H15N3O3Sn | ωB97M-V/def2-TZVPD

Calculated values
net charge	+2
LUMO energy	-9.86	eV
energy above the lowest of the compared OMol25 structures with the same formula, charge and spin	0.326	eV

Cartesian coordinates (Å):
1 Sn -26.128 29.504 20.866
2 O -26.708 32.020 19.584
3 C -26.814 32.299 18.378
4 N -26.200 31.597 17.429
5 C -27.560 33.538 17.934
6 H -26.374 31.746 16.449
7 H -25.592 30.840 17.685
8 H -27.252 34.444 18.453
9 H -28.639 33.510 18.103
10 H -27.512 33.702 16.857
11 O -24.737 29.446 23.305
12 C -24.399 29.869 24.430
13 N -23.309 29.400 25.025
14 C -25.153 30.929 25.214
15 H -22.990 29.924 25.823
16 H -22.757 28.636 24.667
17 H -24.975 31.917 24.791
18 H -24.812 30.953 26.245
19 H -26.197 30.627 25.144
20 O -27.681 28.238 18.829
21 C -27.763 27.853 17.650
22 N -26.846 28.132 16.734
23 C -28.912 26.981 17.136
24 H -26.048 28.684 17.004
25 H -26.808 27.781 15.791
26 H -28.840 26.770 16.073
27 H -29.822 27.537 17.360
28 H -28.915 26.037 17.678

---

Entry 4:
C22H24N2O2 | ωB97M-V/def2-TZVPD

Calculated values
SMILES string	CCc1ccccc1NC(=O)CN(C)Cc1c(O)ccc2ccccc12
LUMO energy	0.56	eV
energy above the lowest of the compared OMol25 structures with the same formula, charge and spin	0.862	eV

Cartesian coordinates (Å):
1 C -0.918 -0.832 3.177
2 C -1.302 -1.008 1.706
3 C -0.608 -2.194 1.092
4 C -1.305 -3.380 0.920
5 C -0.704 -4.505 0.384
6 C 0.628 -4.454 0.013
7 C 1.348 -3.286 0.175
8 C 0.742 -2.154 0.710
9 N 1.448 -0.960 0.870
10 C 2.694 -0.620 0.469
11 O 3.527 -1.343 -0.033
12 C 2.979 0.858 0.787
13 N 1.760 1.645 0.723
14 C 1.663 2.671 1.740
15 C 1.474 2.145 -0.623
16 C -0.018 2.251 -0.843
17 C -0.690 3.432 -0.593
18 O -0.083 4.595 -0.227
19 C -2.094 3.509 -0.696
20 C -2.823 2.411 -1.031
21 C -2.183 1.189 -1.326
22 C -2.933 0.051 -1.686
23 C -2.319 -1.128 -1.998
24 C -0.921 -1.201 -1.985
25 C -0.168 -0.117 -1.629
26 C -0.765 1.110 -1.259
27 H -1.213 -1.710 3.748
28 H 0.156 -0.703 3.291
29 H -1.419 0.038 3.598
30 H -1.078 -0.094 1.150
31 H -2.381 -1.161 1.639
32 H -2.346 -3.419 1.209
33 H -1.272 -5.414 0.257
34 H 1.111 -5.325 -0.405
35 H 2.385 -3.237 -0.115
36 H 0.905 -0.158 1.175
37 H 3.772 1.216 0.117
38 H 3.377 0.883 1.806
39 H 1.822 2.220 2.719
40 H 0.660 3.095 1.728
41 H 2.398 3.481 1.609
42 H 1.900 1.445 -1.341
43 H 1.980 3.113 -0.799
44 H 0.875 4.483 -0.195
45 H -2.556 4.460 -0.483
46 H -3.900 2.463 -1.084
47 H -4.010 0.137 -1.714
48 H -2.898 -1.999 -2.268
49 H -0.434 -2.126 -2.257
50 H 0.904 -0.218 -1.643

---

Entry 5:
C17H38O6 | ωB97M-V/def2-TZVPD

Calculated values
SMILES string	C1CCOC1.C1CCOC1.C1CCOC1.COCCOC.CO
LUMO energy	0.75	eV

Cartesian coordinates (Å):
1 C 1.628 4.639 2.422
2 C 0.346 3.827 2.276
3 C -0.385 4.485 1.079
4 O 0.453 5.563 0.674
5 C 1.782 5.193 1.015
6 H 2.449 3.988 2.727
7 H 1.550 5.494 3.090
8 H -0.302 3.840 3.157
9 H 0.468 2.759 2.082
10 H -1.350 4.906 1.372
11 H -0.603 3.816 0.241
12 H 2.380 6.107 0.966
13 H 2.258 4.539 0.277
14 C -3.340 -3.684 -5.202
15 C -2.226 -2.655 -5.477
16 C -1.745 -2.314 -4.064
17 O -2.682 -2.882 -3.140
18 C -3.861 -3.196 -3.865
19 H -2.934 -4.694 -5.185
20 H -4.058 -3.575 -6.020
21 H -2.684 -1.788 -5.952
22 H -1.423 -3.021 -6.112
23 H -1.735 -1.229 -3.906
24 H -0.758 -2.659 -3.752
25 H -4.499 -2.316 -4.037
26 H -4.445 -3.925 -3.306
27 C -1.176 -0.340 4.139
28 C -1.026 -1.070 5.496
29 C -0.568 -2.472 5.138
30 O -0.857 -2.618 3.740
31 C -0.520 -1.348 3.197
32 H -0.646 0.609 4.169
33 H -2.230 -0.245 3.890
34 H -1.971 -1.111 6.031
35 H -0.250 -0.567 6.075
36 H -1.118 -3.227 5.700
37 H 0.492 -2.685 5.303
38 H -0.835 -1.335 2.154
39 H 0.567 -1.191 3.142
40 C 3.914 2.278 0.045
41 O 2.656 1.769 -0.359
42 C 2.690 1.367 -1.709
43 C 1.297 0.926 -2.098
44 O 0.919 -0.025 -1.125
45 C -0.478 -0.281 -1.028
46 H 4.752 1.654 -0.272
47 H 3.958 2.416 1.124
48 H 3.957 3.287 -0.388
49 H 3.413 0.552 -1.827
50 H 3.098 2.188 -2.310
51 H 1.247 0.465 -3.089
52 H 0.577 1.753 -2.062
53 H -0.909 0.712 -0.846
54 H -0.639 -0.825 -0.101
55 H -0.806 -0.829 -1.908
56 C 0.677 -3.621 -0.188
57 O 2.053 -3.803 -0.531
58 H 0.305 -4.522 0.290
59 H 0.601 -2.771 0.494
60 H 0.106 -3.375 -1.088
61 H 2.466 -2.937 -0.554

---

Entry 6:
C27H36N4O5PS2SeSiTl | ωB97M-V/def2-TZVPD

Calculated values
net charge	-2
LUMO energy	3.56	eV
energy above the lowest of the compared OMol25 structures with the same formula, charge and spin	1.163	eV

Cartesian coordinates (Å):
1 Tl -0.272 1.630 0.542
2 C -0.702 -0.633 5.400
3 Si -0.941 0.778 4.152
4 C -1.491 2.270 5.167
5 C -2.424 0.218 3.154
6 N 0.383 1.083 3.133
7 C 1.657 1.279 3.518
8 C 2.160 1.398 4.846
9 C 3.506 1.551 5.132
10 C 4.457 1.606 4.114
11 C 4.005 1.514 2.800
12 C 2.664 1.359 2.528
13 O 2.199 1.296 1.211
14 C 2.721 0.377 0.345
15 C 3.205 -0.857 0.771
16 C 3.654 -1.770 -0.173
17 C 3.615 -1.468 -1.531
18 C 3.108 -0.241 -1.941
19 C 2.666 0.685 -1.007
20 H -1.660 -0.850 5.885
21 H 0.028 -0.414 6.182
22 H -0.371 -1.542 4.886
23 H -2.341 2.019 5.810
24 H -1.796 3.076 4.494
25 H -0.683 2.650 5.798
26 H -3.337 0.305 3.752
27 H -2.315 -0.833 2.860
28 H -2.580 0.823 2.255
29 H 1.450 1.372 5.663
30 H 3.818 1.632 6.169
31 H 5.512 1.717 4.328
32 H 4.701 1.555 1.968
33 H 3.219 -1.088 1.828
34 H 4.024 -2.734 0.157
35 H 3.951 -2.190 -2.264
36 H 3.024 -0.006 -2.995
37 H 2.236 1.628 -1.320
38 Se -4.135 -0.455 -0.349
39 N -4.081 -2.062 0.370
40 C -2.795 -2.290 0.664
41 C -2.267 -3.405 1.356
42 C -0.924 -3.433 1.582
43 C -0.102 -2.353 1.147
44 N -0.541 -1.309 0.505
45 C -1.877 -1.273 0.252
46 N -2.412 -0.212 -0.352
47 H -2.922 -4.194 1.704
48 H -0.469 -4.260 2.112
49 H 0.964 -2.366 1.359
50 C -2.823 0.403 -6.153
51 C -2.140 1.495 -5.343
52 C -2.361 1.307 -3.851
53 O -0.774 1.573 -5.776
54 P 0.557 0.948 -5.108
55 S 1.946 1.029 -6.503
56 S 0.943 1.728 -3.336
57 O -0.010 -0.572 -4.946
58 C 0.586 -1.658 -4.220
59 C -0.074 -1.764 -2.859
60 C 2.100 -1.597 -4.108
61 H -3.895 0.382 -5.938
62 H -2.386 -0.562 -5.895
63 H -2.674 0.574 -7.220
64 H -2.561 2.464 -5.629
65 H -1.984 0.343 -3.513
66 H -3.437 1.352 -3.656
67 H -1.863 2.077 -3.267
68 H 0.328 -2.541 -4.813
69 H 0.160 -0.880 -2.265
70 H 0.284 -2.651 -2.328
71 H -1.160 -1.834 -2.961
72 H 2.405 -0.770 -3.467
73 H 2.559 -1.457 -5.087
74 H 2.454 -2.534 -3.669
75 O -4.634 1.950 0.568
76 C -3.909 2.889 0.981
77 O -2.667 2.927 1.087
78 H -4.461 3.797 1.310

---

How do the records compare in largest force on an atom? In the order shown, they have 5.335, 0.275, 1.781, 0.609, 1.614, 3.195 eV/Å.
How do the records compare in highest occupied orbital energy? In the order shown, they have -0.5548, -0.0378, -0.6180, -0.2998, -0.3551, -0.0826 hartree.
How do the records compare in Kohn-Sham gap? In the order shown, they have 0.4062, 0.1575, 0.2556, 0.3204, 0.3825, 0.2133 Eh.